{"formula": "C4H6FN", "method": "the ωB97M-V functional and the def2-TZVPD basis", "e_homo_ha": [-0.4061, -0.4061], "e_above_lowest_kj_mol": 273.44, "max_force_ev_per_a": 4.46, "e_tot_ha": -310.513419, "total_charge": 0, "symbols": ["C", "C", "C", "C", "N", "F", "H", "H", "H", "H", "H", "H"], "coordinates": [[1.58703, 0.24984, -0.57038], [0.05543, -0.64613, 1.08395], [-1.02131, 0.15735, -1.04104], [0.25013, 0.02532, -0.17569], [2.70161, 0.32922, -0.77610], [0.21909, 1.95355, 0.79525], [-0.85958, -0.36307, 1.48882], [-0.02603, -1.77096, 0.85738], [0.86252, -0.29519, 1.74109], [-0.72710, 0.64590, -1.99222], [-1.75928, 0.67560, -0.35280], [-1.28250, -0.96143, -1.05826]], "atomic_forces_ev_per_a": [[-1.233, -0.195, -0.069], [1.634, -1.927, 0.176], [1.755, -1.026, 1.417], [-2.256, 3.810, 0.558], [1.655, 0.130, -0.526], [0.005, -2.483, -1.411], [-1.648, 0.517, 0.704], [0.614, 1.335, 0.616], [-0.247, -0.902, 0.091], [-0.969, -0.455, 0.527], [0.862, -0.386, -1.274], [-0.172, 1.582, -0.809]], "mulliken_charge": [-0.017, -1.133, -0.919, 0.951, -0.342, -0.586, 0.342, 0.360, 0.386, 0.368, 0.289, 0.302]}